Entry 1:
ORCA calculation (ωB97M-V with the def2-TZVPD basis set) on 2 unconnected molecules or ions with the total composition C3H12N4OS2 at a distorted geometry.

HOMO energy ... -15.72 eV
Max |F| ... 0.0973 hartree/bohr
E_LUMO ... -9.53 eV
Net charge ... +2
Spin multiplicity ... 1
HOMO-LUMO gap ... 6.2 eV
Energy relative to the best compared isomer or geometry (same formula, charge and spin) ... 5.20 kcal per mole

```
22
C3H12N4OS2 ωB97M-V with the def2-TZVPD basis set
S -3.44 0.65 0.73
S 2.41 -4.20 1.51
O 0.50 0.12 1.34
N -1.25 1.07 -1.65
N -0.91 1.19 -0.24
N 1.13 0.10 -2.04
N 1.20 -0.14 -0.61
C 0.26 0.37 0.10
C 2.76 -2.67 0.95
C -1.88 1.78 0.61
H -0.34 0.26 1.88
H -2.17 2.63 -0.01
H 2.82 -1.87 1.67
H 3.10 -2.61 -0.03
H 2.07 -3.99 2.82
H -4.22 1.57 0.01
H 1.93 0.72 -2.10
H -1.48 1.92 1.56
H -0.05 0.53 -2.13
H -2.08 0.51 -1.75
H 1.18 -0.87 -2.43
H -1.22 2.06 -2.00
```

Atomic partial charges in e from the Löwdin method, atoms 1 to 5:
1 S 0.70
2 S 1.07
3 O 0.13
4 N 0.11
5 N -0.17


Entry 2:
ORCA calculation (ωB97M-V with the def2-TZVPD basis set) on a molecular structure, C24H57F2N8O11S2V at a distorted geometry.

HOMO energy (spin up / spin down) ... -10.38 / -10.38 eV
Max |F| ... 0.1012 hartree/bohr
E_LUMO (spin up / spin down) ... -2.31 / -2.03 eV
Net charge ... +1
Spin multiplicity ... 2
HOMO-LUMO gap (spin up / spin down) ... 8.1 / 8.4 eV
Energy relative to the best compared isomer or geometry (same formula, charge and spin) ... 0.00 kcal per mole

```
105
C24H57F2N8O11S2V ωB97M-V with the def2-TZVPD basis set
V -0.57 -1.16 0.94
S -1.74 -4.36 0.88
S -3.44 -2.81 1.79
F -0.20 -4.14 0.49
F -3.71 -1.23 1.98
O -1.32 -0.01 2.62
O -3.51 -3.28 3.14
O -4.46 -3.15 0.84
O -1.57 -1.93 -2.21
O 0.31 -1.64 -0.24
O 0.85 -1.96 2.33
O 0.77 0.60 0.93
O -1.61 -5.17 2.05
O -2.34 -4.91 -0.29
O -1.73 0.35 -0.20
O 3.47 -1.20 0.29
N 1.40 2.58 1.83
N -3.72 1.32 -0.67
N 1.84 -3.32 3.82
N -1.09 -3.54 -3.75
N 4.03 -1.32 -1.90
N -1.98 -2.69 1.20
N -1.13 0.95 4.65
N 0.31 3.28 -2.85
C -1.46 2.05 5.52
C 0.06 0.17 4.98
C -0.25 -4.35 -2.90
C 3.02 -2.27 -2.30
C 0.12 4.45 -2.04
C 0.11 3.21 1.75
C 3.04 -3.59 4.60
C -2.64 0.61 -0.99
C 4.97 -0.88 -2.93
C 0.58 -3.77 4.37
C -1.67 -2.40 -3.33
C -4.80 1.59 -1.61
C 0.65 2.15 -1.98
C -1.31 4.48 -1.44
C -3.88 1.92 0.64
C 0.64 4.48 -5.01
C 1.87 -2.43 2.82
C 2.49 3.43 2.32
C -1.74 0.75 3.48
C 4.16 -0.83 -0.65
C 0.93 0.83 -2.67
C 1.20 3.46 -3.99
C -1.49 -4.15 -5.01
C 1.61 1.32 1.45
H -1.56 5.49 -1.12
H 0.94 0.80 4.81
H 2.62 -2.76 -1.42
H -1.57 1.69 6.54
H -4.36 2.89 0.52
H 2.19 -1.79 -2.82
H 3.40 3.23 1.78
H -0.45 4.52 -4.94
H 3.47 -3.04 -2.92
H 1.24 0.08 -1.94
H -2.18 -1.87 -4.15
H -0.28 -3.47 3.78
H -2.64 0.29 -2.04
H -2.45 2.43 5.24
H 0.71 -4.50 -3.41
H -2.21 -3.56 -5.57
H -0.10 -3.93 -1.91
H 5.44 0.07 -2.68
H 0.57 -4.86 4.46
H 0.12 5.36 -2.65
H -4.60 1.16 -2.59
H -2.92 2.16 1.08
H 0.04 -0.14 6.03
H -1.43 3.79 -0.60
H -2.04 4.26 -2.22
H 1.06 5.46 -4.83
H 2.87 -2.18 2.46
H 1.38 2.52 -4.48
H 0.88 4.68 -1.28
H 1.52 2.45 -1.35
H 0.02 0.51 -3.18
H 4.96 -0.08 -0.54
H 5.83 -1.56 -3.00
H -4.51 1.31 1.28
H -4.94 2.67 -1.74
H 2.69 3.20 3.37
H 4.44 -0.80 -3.87
H 3.29 -4.65 4.46
H -0.17 1.94 -1.29
H 2.85 -3.41 5.65
H 3.90 -3.01 4.27
H -2.63 1.38 3.38
H -0.61 -4.40 -5.60
H 1.67 0.82 -3.47
H -0.88 2.96 5.38
H -0.68 2.53 1.43
H -0.66 -5.35 -2.77
H 0.16 -0.71 4.36
H 2.20 4.47 2.23
H 2.17 3.88 -3.66
H 0.11 3.99 0.99
H 0.43 -3.38 5.38
H 2.64 0.98 1.66
H -2.01 -5.08 -4.78
H -5.70 1.19 -1.15
H -0.17 3.69 2.69
H 0.86 4.18 -6.03
```

Atomic partial charges in e from the Löwdin method, atoms 1 to 5:
1 V 0.96
2 S 0.57
3 S 0.49
4 F -0.19
5 F -0.19


Entry 3:
ORCA calculation (ωB97M-V with the def2-TZVPD basis set) on a molecular structure, C8H6Br2Cl3NO2Y.

HOMO energy ... -13.63 eV
Max |F| ... 0.0127 hartree/bohr
E_LUMO ... -4.13 eV
Net charge ... +1
Spin multiplicity ... 1
HOMO-LUMO gap ... 9.5 eV
Energy relative to the best compared isomer or geometry (same formula, charge and spin) ... 4.31 kcal per mole

```
23
C8H6Br2Cl3NO2Y ωB97M-V with the def2-TZVPD basis set
Y -0.73 0.41 0.11
Br -3.12 0.33 1.03
Br 2.33 0.17 0.27
Cl -0.52 4.68 -2.48
Cl -2.48 4.58 -0.35
Cl 0.26 5.30 0.24
O -0.73 1.98 -1.41
O -0.23 2.46 0.66
N 0.40 -0.07 2.19
C 0.67 -0.06 4.58
C -0.12 -0.12 3.43
C 1.71 0.06 2.07
C 2.60 0.13 3.12
C 2.04 0.07 4.39
C 0.05 -0.10 5.94
C -0.80 4.33 -0.78
C -0.55 2.84 -0.50
H 0.81 -0.10 6.72
H -0.59 0.77 6.10
H -0.56 -0.99 6.06
H -1.19 -0.21 3.49
H 3.66 0.23 2.96
H 2.70 0.12 5.26
```

Atomic partial charges in e from the Löwdin method, atoms 1 to 5:
1 Y 1.18
2 Br 0.05
3 Br 0.87
4 Cl 0.67
5 Cl 0.69


Entry 4:
ORCA calculation (ωB97M-V with the def2-TZVPD basis set) on a molecular structure, C41H54N4O2PtSe2.

HOMO energy (spin up / spin down) ... -4.84 / -7.17 eV
Max |F| ... 0.0068 hartree/bohr
E_LUMO (spin up / spin down) ... -0.11 / -2.28 eV
Spin multiplicity ... 5
HOMO-LUMO gap (spin up / spin down) ... 4.7 / 4.9 eV
Energy relative to the best compared isomer or geometry (same formula, charge and spin) ... 0.07 kcal per mole

```
104
C41H54N4O2PtSe2 ωB97M-V with the def2-TZVPD basis set
Pt -0.33 -0.42 1.29
Se 1.87 0.78 -1.12
Se -0.91 0.94 -1.79
O 0.55 1.45 -6.27
O 2.17 -0.94 -4.70
N -2.30 -0.24 0.86
N 1.63 -0.63 1.77
N -0.30 -2.25 0.41
N -0.33 1.43 2.09
C 1.46 1.83 -5.24
C 0.74 2.09 2.62
C -1.37 2.31 2.11
C 3.80 -1.44 1.95
C 0.42 -4.21 -0.53
C -3.09 0.85 1.11
C -3.08 -1.17 0.24
C 4.78 0.50 4.71
C -5.59 -1.40 -0.51
C 2.19 -4.86 -2.20
C 0.97 -0.38 -4.18
C 4.96 -2.36 1.75
C -0.26 1.68 -3.47
C 1.09 1.13 -3.94
C -5.60 -1.22 -2.03
C 2.41 0.30 2.38
C 4.91 0.51 3.18
C 2.44 -1.70 1.46
C 5.63 -2.15 0.39
C -0.90 -4.09 -0.84
C -2.66 -2.37 -0.27
C 1.29 4.45 3.57
C 2.07 -2.80 0.77
C -6.25 1.38 2.22
C 2.02 1.55 2.78
C -2.26 -4.38 -2.97
C -4.47 0.57 0.65
C 0.36 3.43 3.00
C 0.77 -3.05 0.25
C 1.39 -5.27 -0.95
C -1.35 -2.86 -0.23
C 2.18 1.47 -2.93
C -0.96 3.56 2.68
C 2.13 5.15 2.50
C -2.69 2.02 1.67
C -1.74 -5.01 -1.67
C 3.79 -0.22 2.51
C -2.01 5.52 1.49
C -4.46 -0.66 0.14
C -1.83 4.77 2.82
C -5.63 1.50 0.82
H 1.44 2.92 -5.08
H -2.60 -5.16 -3.65
H -0.18 2.76 -3.29
H 4.80 -0.53 5.08
H 1.49 5.70 1.81
H -3.09 -3.70 -2.79
H 1.96 3.98 4.30
H -5.31 2.53 0.64
H 6.04 -1.14 0.31
H 3.13 1.05 -3.26
H 2.93 -5.61 -2.46
H 5.60 1.05 5.17
H 2.49 1.56 -5.51
H 5.69 -2.20 2.55
H 1.52 -4.71 -3.05
H 4.63 -3.39 1.84
H 2.78 2.19 3.22
H 4.93 1.54 2.82
H 0.71 5.19 4.12
H -1.03 1.52 -4.23
H 2.69 4.42 1.91
H 2.08 -5.49 -0.13
H 6.43 -2.86 0.23
H -6.59 0.36 2.40
H -1.41 5.44 3.56
H -5.74 -0.17 -2.29
H 2.70 -3.91 -2.03
H 2.84 5.85 2.94
H -1.05 5.86 1.12
H -2.44 4.87 0.73
H 0.85 -6.20 -1.16
H -3.40 -2.99 -0.75
H -5.51 -2.47 -0.27
H -4.65 -1.54 -2.47
H -6.53 -1.06 -0.09
H 0.77 1.93 -7.07
H -5.51 1.63 2.99
H 4.90 -2.26 -0.42
H -1.47 -3.82 -3.47
H -7.10 2.06 2.33
H -2.66 6.38 1.61
H -2.81 4.47 3.20
H -6.40 -1.80 -2.49
H 2.29 2.56 -2.85
H -2.58 -5.39 -1.08
H 2.23 -0.73 -5.63
H -3.43 2.80 1.78
H 2.83 -3.54 0.57
H -6.38 1.28 0.06
H -1.13 -5.88 -1.93
H 0.78 -0.88 -3.24
H 0.13 -0.57 -4.86
H 3.84 0.95 5.03
H 5.86 0.06 2.89
```

Atomic partial charges in e from the Löwdin method, atoms 1 to 5:
1 Pt 1.13
2 Se 0.68
3 Se 0.80
4 O -0.05
5 O -0.04


Entry 5:
ORCA calculation (ωB97M-V with the def2-TZVPD basis set) on a single C4H4O3 molecule at a distorted geometry.

HOMO energy ... -9.62 eV
Max |F| ... 0.0422 hartree/bohr
E_LUMO ... -0.85 eV
Spin multiplicity ... 1
HOMO-LUMO gap ... 8.8 eV
Energy relative to the best compared isomer or geometry (same formula, charge and spin) ... 95.48 kcal per mole

```
11
C4H4O3 ωB97M-V with the def2-TZVPD basis set
O -2.14 -0.19 0.55
O 1.01 -1.37 1.31
O 0.54 1.03 0.76
C 0.32 0.54 -0.49
C 0.23 -0.54 0.97
C 1.03 0.57 -1.63
C -1.27 -0.59 1.27
H -1.46 -1.00 2.28
H 0.70 -0.12 -2.39
H -0.72 0.34 -0.75
H 1.76 1.31 -1.88
```

Atomic partial charges in e from the Löwdin method, atoms 1 to 5:
1 O 0.10
2 O 0.16
3 O 0.03
4 C -0.35
5 C -0.36


Entry 6:
ORCA calculation (ωB97M-V with the def2-TZVPD basis set) on a single C3H9N3S2 molecule at a distorted geometry.

HOMO energy ... -8.26 eV
Max |F| ... 0.0245 hartree/bohr
E_LUMO ... 0.62 eV
Spin multiplicity ... 1
HOMO-LUMO gap ... 8.9 eV
SMILES string ... CNN(C)C(=S)NS
Energy relative to the best compared isomer or geometry (same formula, charge and spin) ... 12.03 kcal per mole

```
17
C3H9N3S2 ωB97M-V with the def2-TZVPD basis set
S 2.27 -0.07 -1.93
S 0.42 2.85 0.38
N 1.13 1.12 -1.49
N -0.03 -0.97 -0.23
N 0.29 0.19 0.48
C 0.63 1.30 -0.21
C -0.13 0.30 1.88
C -1.47 -1.20 -0.30
H -1.93 -0.35 -0.83
H -1.15 0.72 1.96
H -1.98 -1.29 0.67
H 1.28 2.02 -1.97
H 1.44 -0.95 -2.43
H -1.64 -2.11 -0.92
H 0.45 -1.76 0.20
H -0.13 -0.71 2.32
H 0.55 0.91 2.41
```

Atomic partial charges in e from the Löwdin method, atoms 1 to 5:
1 S 0.75
2 S 0.61
3 N -0.43
4 N -0.11
5 N -0.22


Number 1 is which compound?
C3H12N4OS2